This record from OMol25 describes the ion C5H12NS with charge -1. The level of theory is ωB97M-V/def2-TZVPD.

Last column: natural (NBO) charge in e.
Geometry (Å):
S  1.755  0.112  -2.362  -0.7178
N  -1.389  -0.133  0.978  -0.4375
C  0.880  -0.709  -1.012  -0.5349
C  -0.001  -0.424  1.373  -0.2048
C  1.070  -0.049  0.355  -0.4260
C  -1.483  1.216  0.471  -0.4253
C  -2.243  -0.300  2.137  -0.4082
H  -0.962  1.260  -0.481  0.2359
H  -1.930  -1.142  2.734  0.1920
H  0.034  -1.475  1.670  0.1780
H  0.146  0.121  2.331  0.1382
H  1.090  -1.776  -0.859  0.1641
H  -3.284  -0.492  1.843  0.1844
H  1.127  1.037  0.273  0.2054
H  2.008  -0.362  0.833  0.1952
H  -1.029  1.934  1.185  0.1453
H  -2.276  0.611  2.753  0.1530
H  -0.171  -0.705  -1.223  0.1789
H  -2.507  1.582  0.389  0.1842

Properties
* SMILES: CN(C)CCC[S-]
* net charge: -1
* ΔE to the lowest compared entry with this formula, charge and spin: 15.9 kcal/mol


This record from OMol25 describes the ion C5H12NS with charge -2 in a non-equilibrium geometry. The level of theory is ωB97M-V/def2-TZVPD.

Last column: natural (NBO) charge in e.
Geometry (Å):
S  1.328  1.665  -2.547  -0.7700
N  -0.493  -1.458  1.271  -0.6400
C  -1.098  -0.568  3.491  -1.3251
C  0.025  0.723  -1.656  -0.5169
C  -0.582  -1.344  -0.166  -0.2220
C  -0.870  -0.243  1.994  -0.2992
C  0.518  -0.477  -0.888  -0.4363
H  -0.783  0.423  -2.334  0.1646
H  -0.390  1.465  -0.967  0.1844
H  1.221  -0.285  -0.072  0.1904
H  -0.810  0.261  4.157  0.1533
H  -0.428  -1.401  3.709  0.1762
H  -1.563  -0.923  -0.405  0.1740
H  0.457  -1.702  1.537  0.3350
H  1.077  -1.115  -1.556  0.1832
H  -0.562  -2.324  -0.661  0.1621
H  -1.799  0.100  1.544  0.1679
H  -2.143  -0.749  3.766  0.1602
H  -0.159  0.588  1.938  0.1581

Properties
* multiplicity: 2
* net charge: -2
* ΔE to the lowest compared entry with this formula, charge and spin: 3.7 kcal/mol


This record from OMol25 describes a cluster of 2 separate species, C5H12NS in total in a non-equilibrium geometry. The level of theory is ωB97M-V/def2-TZVPD.

Last column: natural (NBO) charge in e.
Geometry (Å):
S  -1.391  -0.804  0.905  0.5525
N  1.015  0.042  0.103  -0.5746
C  1.456  -0.215  1.531  -0.4268
C  1.601  -0.891  -0.858  -0.4531
C  -3.029  -0.603  0.159  -0.7612
C  0.131  2.290  -0.816  -0.3411
C  -0.397  0.065  -0.083  -0.0336
H  -3.563  -1.440  0.577  0.2524
H  1.234  -0.731  -1.925  0.2550
H  -0.858  2.840  -0.878  0.1898
H  1.060  0.555  2.169  0.2369
H  1.348  -1.991  -0.633  0.2351
H  1.016  -1.199  1.812  0.2162
H  2.764  -0.718  -0.912  0.2543
H  2.591  -0.255  1.561  0.2486
H  -3.594  0.290  0.377  0.2639
H  -3.143  -0.672  -0.894  0.2636
H  1.160  1.227  -0.276  0.4549
H  0.598  2.210  -1.919  0.1673

Properties
* net charge: +1
* ΔE to the lowest compared entry with this formula, charge and spin: 181.0 kcal/mol